1.
Entry from the Open Molecules 2025 dataset: 9 unconnected molecules or ions with the total composition C75H167N8O in a non-equilibrium geometry (ωB97M-V/def2-TZVPD).

- frontier orbital gap (eV) = 7.56
- E_HOMO (eV) = -19.89

ORCA input file:
```
! wB97M-V def2-TZVPD RIJCOSX def2/J DEFGRID3
* xyz 7 1
C 2.10308 -17.65039 -0.51063
C 2.56034 -16.34517 0.20738
C 1.53716 -15.31299 -0.28927
O 2.77258 -16.37821 1.61011
H 2.42868 -17.58863 -1.54904
H 1.01792 -17.72595 -0.44117
H 2.61650 -18.47853 -0.02211
H 3.54683 -16.06276 -0.16030
H 0.51983 -15.60275 -0.02626
H 1.67386 -15.03644 -1.33470
H 1.57047 -14.32896 0.17835
C -0.01253 -25.55980 6.62364
C 0.56006 -24.32067 7.47741
C 1.03216 -23.09557 6.66345
C 2.01896 -23.49105 5.50552
N 2.92979 -22.35392 4.98092
C 2.08226 -21.15939 4.37958
C 3.04513 -20.51079 3.32089
C 3.98887 -21.58287 2.76560
C 3.76874 -22.75011 3.73430
C 3.91266 -21.91665 6.15983
H 0.79326 -25.84739 5.94829
H -0.88160 -25.20159 6.07184
H -0.36309 -26.44081 7.16126
H 1.27835 -24.73131 8.18701
H -0.34726 -24.02444 8.00384
H 1.39798 -22.35821 7.37800
H 0.19215 -22.50416 6.29915
H 1.48837 -23.87165 4.63276
H 2.67521 -24.32071 5.76842
H 1.70676 -20.57519 5.21972
H 1.21475 -21.61130 3.89862
H 3.55040 -19.83506 4.01095
H 2.53834 -19.90402 2.57049
H 4.99064 -21.15729 2.82436
H 3.82988 -21.89680 1.73396
H 4.72395 -23.25337 3.88401
H 3.09891 -23.46930 3.26294
H 4.52104 -22.79597 6.37141
H 3.38516 -21.59575 7.05810
H 4.44896 -21.13136 5.62710
C 1.09805 -22.24981 0.46572
C 0.72363 -20.88258 -0.17491
C -0.80244 -20.45555 0.03744
C -1.93119 -21.24862 -0.63614
N -3.43936 -20.76061 -0.44722
C -3.84318 -19.55121 -1.33167
C -3.98578 -20.17509 -2.75963
C -4.33501 -21.63019 -2.49949
C -4.48702 -21.67242 -1.04089
C -3.87355 -20.48053 1.03579
H 0.55621 -22.99352 -0.11860
H 0.86642 -22.20369 1.52982
H 2.17639 -22.40772 0.44722
H 1.11365 -20.73117 -1.18143
H 1.38066 -20.21293 0.38003
H -0.92148 -19.41427 -0.26200
H -0.87512 -20.42526 1.12458
H -1.82748 -22.29687 -0.35593
H -1.69041 -21.14538 -1.69419
H -4.80622 -19.11687 -1.06335
H -3.15782 -18.71033 -1.22532
H -4.73744 -19.60613 -3.30681
H -3.06009 -20.17039 -3.33511
H -5.28515 -21.98825 -2.89590
H -3.65929 -22.33955 -2.97729
H -5.49405 -21.48221 -0.66966
H -4.16348 -22.60811 -0.58493
H -3.18608 -19.78473 1.51676
H -3.65410 -21.39736 1.58294
H -4.92077 -20.18489 1.09923
C 4.47775 -15.35163 -3.51217
C 5.97677 -15.78732 -3.20142
C 6.08913 -17.08139 -2.35119
C 6.38361 -16.80598 -0.87759
N 6.68559 -18.12688 0.00124
C 7.67718 -18.92044 -0.75341
C 8.73010 -19.37783 0.21208
C 8.84271 -18.28987 1.15345
C 7.40860 -17.81949 1.29371
C 5.41353 -18.82865 0.22837
H 3.69286 -15.53313 -2.77792
H 4.17214 -16.01391 -4.32217
H 4.56250 -14.29835 -3.77963
H 6.53762 -14.99791 -2.70104
H 6.48646 -15.96683 -4.14804
H 6.65811 -17.86740 -2.84771
H 5.10854 -17.55633 -2.32022
H 5.71043 -16.09379 -0.40038
H 7.32585 -16.26017 -0.82893
H 7.11552 -19.69739 -1.27206
H 8.32148 -18.40583 -1.46625
H 8.32984 -20.28429 0.66621
H 9.66261 -19.71214 -0.24261
H 8.96732 -18.82003 2.09765
H 9.61094 -17.52998 1.01032
H 6.87370 -18.51735 1.93791
H 7.19733 -16.81837 1.66952
H 5.62970 -19.82074 0.62476
H 4.77757 -18.96197 -0.64678
H 4.89165 -18.25945 0.99763
C 2.86690 -13.98668 8.63589
C 2.72992 -13.71539 7.15492
C 3.07212 -14.80920 6.15453
C 4.63293 -14.94363 6.11163
N 5.11080 -15.70810 4.88604
C 6.66071 -15.83846 4.89964
C 7.26486 -14.38415 4.79923
C 6.20898 -13.69888 3.85356
C 5.02731 -14.65978 3.75157
C 4.54062 -17.09443 4.71916
H 2.38252 -14.94695 8.81302
H 2.33320 -13.22378 9.20270
H 3.93197 -13.89204 8.84744
H 3.10126 -12.73470 6.85752
H 1.65557 -13.72929 6.97140
H 2.58032 -14.49953 5.23239
H 2.67120 -15.74842 6.53562
H 5.06985 -15.40722 6.99609
H 5.22993 -14.03844 6.22261
H 6.94076 -16.36195 3.98551
H 6.89177 -16.47770 5.75175
H 8.11396 -14.40955 4.11622
H 7.44722 -13.88458 5.75068
H 6.82241 -13.60477 2.95749
H 5.90512 -12.73340 4.25804
H 5.10691 -15.28155 2.85984
H 4.03994 -14.19804 3.74873
H 4.67697 -17.58137 5.68477
H 5.05184 -17.61715 3.91077
H 3.50308 -16.89572 4.45062
C 2.61227 -10.30147 5.39870
C 3.20634 -9.39502 4.34453
C 3.06428 -9.74576 2.82416
C 3.54943 -11.14346 2.36745
N 3.38676 -11.55119 0.88995
C 4.08399 -12.86114 0.51844
C 4.92689 -12.61998 -0.81504
C 4.33347 -11.27472 -1.32139
C 4.03019 -10.51784 -0.03302
C 1.86370 -11.74885 0.78699
H 1.63174 -9.92054 5.68424
H 3.21398 -10.30347 6.30757
H 2.49817 -11.32512 5.04201
H 4.24907 -9.41778 4.66122
H 2.90936 -8.37673 4.59551
H 3.72363 -9.11008 2.23317
H 2.06701 -9.47330 2.47873
H 3.01115 -11.93699 2.88578
H 4.62200 -11.20201 2.55256
H 3.39309 -13.70409 0.53257
H 4.77112 -13.12413 1.32268
H 4.65973 -13.51093 -1.38330
H 5.98326 -12.63184 -0.54662
H 3.51307 -11.42985 -2.02208
H 5.12482 -10.79402 -1.89653
H 3.34862 -9.71024 -0.30016
H 4.96688 -10.27830 0.47028
H 1.43697 -10.75429 0.91674
H 1.39131 -12.43976 1.48527
H 1.73214 -12.02779 -0.25847
C -3.25669 -9.84045 -5.20258
C -4.35276 -10.90429 -5.29910
C -4.46100 -11.79850 -4.04174
C -3.35952 -12.77573 -3.94683
N -3.20596 -13.23979 -2.49361
C -2.06481 -14.30477 -2.27732
C -1.48871 -14.11926 -0.86585
C -2.08467 -12.87579 -0.25999
C -2.69696 -12.14932 -1.45198
C -4.59949 -13.78925 -1.82787
H -3.20986 -9.23668 -4.29629
H -3.43794 -9.15225 -6.02819
H -2.28839 -10.30480 -5.38931
H -4.29160 -11.54502 -6.17877
H -5.32445 -10.41069 -5.28328
H -5.43750 -12.27754 -4.11281
H -4.41218 -11.14551 -3.17036
H -2.40682 -12.29381 -4.16645
H -3.56554 -13.68290 -4.51489
H -2.34317 -15.32597 -2.53763
H -1.21345 -13.98653 -2.87900
H -1.75613 -15.04621 -0.35854
H -0.42675 -13.91331 -0.99977
H -2.91301 -13.25945 0.33562
H -1.34960 -12.29498 0.29717
H -3.45342 -11.42226 -1.15656
H -1.87143 -11.65835 -1.96727
H -5.34870 -12.99755 -1.82738
H -4.41855 -14.14162 -0.81238
H -4.88659 -14.62036 -2.47202
C -2.34051 -21.22875 6.54504
C -2.25180 -20.57701 5.17663
C -1.85835 -19.08355 5.29718
C -1.58586 -18.33642 3.92499
N -0.83686 -16.99969 3.98844
C -0.95763 -16.12017 2.73598
C -0.55605 -14.67058 3.19862
C -0.80330 -14.73249 4.72960
C -1.38434 -16.11900 5.10419
C 0.65465 -17.26700 4.24870
H -1.36564 -21.28231 7.02967
H -2.85637 -22.18478 6.63429
H -3.04499 -20.62872 7.12105
H -3.23482 -20.72866 4.73078
H -1.49241 -21.03288 4.54132
H -0.95259 -18.93445 5.88494
H -2.66067 -18.65103 5.89495
H -2.51439 -18.07258 3.41870
H -0.96501 -19.05358 3.38804
H -0.41664 -16.61775 1.93110
H -2.01775 -16.10190 2.48318
H 0.49117 -14.41634 3.03498
H -1.11782 -13.91582 2.64830
H 0.04170 -14.40660 5.33612
H -1.59958 -14.02327 4.95551
H -1.11220 -16.49946 6.08872
H -2.47292 -16.16929 5.12770
H 1.20876 -16.33024 4.30827
H 0.97116 -17.79842 3.35119
H 0.87693 -17.85412 5.13974
C -0.16401 -17.83119 -3.24322
C 0.07322 -18.74332 -4.45870
C 1.32111 -19.75184 -4.32510
C 1.40549 -20.80760 -5.50779
N 2.30075 -22.00981 -5.40507
C 3.80143 -21.74382 -5.51177
C 4.16037 -22.02778 -7.02401
C 2.92076 -22.40294 -7.74364
C 2.07627 -22.96520 -6.56806
C 2.08582 -22.81461 -4.05508
H 0.42329 -16.91359 -3.27752
H 0.09375 -18.36711 -2.32975
H -1.19426 -17.47680 -3.27634
H 0.11535 -18.08406 -5.32571
H -0.87320 -19.26916 -4.58465
H 1.33629 -20.24547 -3.35341
H 2.27935 -19.23234 -4.32266
H 1.71822 -20.32424 -6.43336
H 0.36054 -21.08070 -5.65472
H 4.51465 -22.26910 -4.87655
H 3.82805 -20.66731 -5.34284
H 4.79572 -22.91345 -7.02644
H 4.63474 -21.15615 -7.47495
H 3.04475 -23.06270 -8.60238
H 2.52798 -21.45765 -8.11814
H 2.43611 -23.95042 -6.27148
H 0.99984 -22.96940 -6.73948
H 2.38225 -22.14736 -3.24574
H 2.83271 -23.60698 -4.10422
H 1.13999 -23.35313 -4.11404
*
```

---

2.
Entry from the Open Molecules 2025 dataset: a single C3H3Br molecule in a non-equilibrium geometry (ωB97M-V/def2-TZVPD).

- frontier orbital gap (eV) = 9.87
- E_HOMO (eV) = -9.08
- SMILES = CC#CBr

ORCA input file:
```
! wB97M-V def2-TZVPD RIJCOSX def2/J DEFGRID3
* xyz 0 1
C 0.20752 -0.02758 1.02382
C 0.09112 0.02699 -0.39711
C -0.26667 0.22898 -1.61536
Br -0.59118 -0.05649 -3.33350
H -0.79466 -0.10165 1.56664
H 0.46402 0.94075 1.54943
H 0.88986 -1.01100 1.20609
*
```

---

3.
Entry from the Open Molecules 2025 dataset: a molecular structure, C5H9AuO3 in a non-equilibrium geometry (ωB97M-V/def2-TZVPD).

- frontier orbital gap (alpha / beta) (eV) = 7.40 / 9.14
- E_HOMO (alpha / beta) (eV) = -11.69 / -15.98

ORCA input file:
```
! wB97M-V def2-TZVPD RIJCOSX def2/J DEFGRID3
* xyz 1 4
O -1.27419 0.16913 -1.30652
C -0.43451 -0.07080 -0.42227
O -0.07189 -1.30776 -0.24387
C 0.61123 -1.75721 0.95314
C 1.12563 1.12443 0.29974
H 1.53058 0.86085 1.29137
C 1.55036 2.49977 -0.15623
H 2.64580 2.57717 -0.07579
H 1.32097 2.67725 -1.21911
H 1.11832 3.31416 0.45529
C 0.38343 -3.24077 1.08616
H 0.19886 -1.20788 1.80914
H 1.67285 -1.50744 0.86230
H -0.67056 -3.46608 1.29257
H 0.98978 -3.61104 1.92366
H 0.69435 -3.76967 0.17586
Au -1.68331 1.89774 -0.56994
O -0.37659 1.11299 0.53073
*
```

---

4.
Entry from the Open Molecules 2025 dataset: a single C8H10O2S molecule in a non-equilibrium geometry (ωB97M-V/def2-TZVPD).

- frontier orbital gap (eV) = 9.38
- E_HOMO (eV) = -8.86
- SMILES = O=C1CC[C@@H]2S[C@H]1CCC2=O

ORCA input file:
```
! wB97M-V def2-TZVPD RIJCOSX def2/J DEFGRID3
* xyz 0 1
O -2.28845 1.13137 -0.72009
C -1.74977 0.25145 -0.08291
C -1.75731 -1.21843 -0.52447
C -0.41144 -1.37198 -1.22083
C 0.81187 -1.08623 -0.21996
S 0.24419 -0.83616 1.49611
C -0.70994 0.60596 1.04889
C 0.12039 1.79668 0.55554
C 0.97289 1.50358 -0.68051
C 1.70435 0.09485 -0.55719
O 2.90298 -0.05045 -0.57394
H -2.60186 -1.28864 -1.18567
H -1.87605 -1.85672 0.35026
H -0.30422 -2.33144 -1.68643
H -0.34518 -0.62547 -2.04763
H 1.42768 -1.97606 -0.17471
H -1.34921 0.91445 1.92737
H 0.77058 2.09814 1.38153
H -0.58154 2.56825 0.32026
H 1.72858 2.26809 -0.74767
H 0.42172 1.50532 -1.63423
*
```